(1)
Entry from the OMol25 dataset: a structure of composition C35H54AsHfN9O7S2SeSi3 (ωB97M-V with the def2-TZVPD basis set).

gap between HOMO and LUMO = 6.68 eV
HOMO = -7.2 eV
ΔE to the lowest compared entry with this formula, charge and spin = 0.000 eV
E_tot = -8735.8291 Ha

Each line ends with the Mulliken charge.
Atoms and positions in Å:
Hf 13.00966 10.91220 13.02044  1.865
Se 14.23411 10.70511 15.06981  -0.655
As 11.91159 13.56033 14.42626  -0.214
S 15.37440 12.24595 11.57815  1.716
S 11.29211 8.43286 13.70901  1.161
Si 9.57315 12.25261 16.29038  0.530
Si 13.36078 14.34771 16.10506  0.663
Si 11.26315 15.53575 13.22946  0.290
O 10.29356 13.34396 15.29088  -0.315
O 14.84843 10.88217 11.22344  -0.854
O 8.59816 12.71893 11.82399  -0.651
O 15.99532 13.00674 10.52628  -0.757
O 11.05998 9.84240 14.07928  -0.562
O 14.17335 12.90210 12.21122  0.025
O 11.08038 7.38388 14.66696  -0.764
N 12.72358 8.57744 13.06358  0.509
N 14.43307 7.68385 11.94012  -0.175
N 10.50838 11.68191 11.64807  0.659
N 10.93153 16.94947 6.33113  -0.465
N 11.16390 10.47664 9.79999  -0.121
N 12.79029 12.69591 8.99046  0.038
N 9.56604 12.33963 12.39416  -0.090
N 9.28932 11.79500 9.57148  -0.030
N 12.31879 10.21758 10.55508  -0.372
C 12.26212 15.01863 8.93251  -0.513
C 10.25714 11.34891 10.33455  -0.675
C 19.18936 11.19458 16.19485  -1.466
C 8.65475 13.40241 17.45098  -1.206
C 9.53954 6.96319 10.35596  -0.752
C 15.56899 7.00053 11.87892  -0.572
C 10.81062 11.17396 17.14570  -0.705
C 14.15512 6.98657 14.24340  -0.516
C 16.64559 12.04436 12.77395  0.087
C 11.81130 13.64496 7.02030  -0.761
C 10.25466 16.42078 14.44166  -1.293
C 12.77622 13.89613 9.57187  -0.299
C 7.32962 7.51061 9.11990  -1.540
C 17.75483 12.76769 14.77599  -0.878
C 9.01295 8.88678 12.27878  -0.332
C 14.20334 13.12255 17.14450  -1.108
C 16.96548 13.05433 13.66650  -0.569
C 11.31263 16.04202 6.91865  -0.196
C 8.40545 7.77208 10.17903  0.662
C 10.34951 7.04987 11.47648  -0.364
C 10.14268 8.07152 12.41958  0.247
C 16.08175 6.33627 12.98106  -0.429
C 17.15431 10.77478 12.97944  -0.678
C 12.17725 15.16770 17.23362  -0.798
C 13.76919 7.65942 13.08158  -0.254
C 10.15089 15.38654 11.77166  -0.602
C 12.79064 16.42258 12.65546  -0.750
C 14.57259 15.40524 15.27970  -1.006
C 8.18536 8.73239 11.16352  -0.520
C 11.78988 14.88966 7.64259  0.567
C 8.25285 11.27466 15.41845  -0.660
C 18.25612 11.48713 15.02217  0.895
C 12.33095 12.59412 7.74082  -0.746
C 17.92462 10.48843 14.10486  -0.595
C 15.38492 6.33107 14.18571  -0.601
H 12.28798 15.98120 9.41061  0.678
H 6.60083 6.81511 9.53380  0.321
H 17.02717 5.80767 12.90428  0.405
H 20.05904 10.64981 15.84656  0.385
H 15.80687 5.81762 15.02516  0.481
H 10.34574 10.37867 17.72117  0.502
H 11.21368 10.34612 8.79843  0.295
H 12.57371 17.23714 11.96471  0.459
H 11.46282 13.49389 6.00032  0.506
H 9.19866 11.36350 8.66621  0.256
H 7.73112 7.08366 8.20522  0.392
H 8.77284 9.64387 12.99963  0.106
H 18.25241 9.46806 14.27622  0.396
H 13.18548 13.93809 10.56627  0.363
H 10.79770 16.68871 15.33359  0.375
H 16.88227 9.98063 12.29229  0.321
H 7.52307 10.89002 16.14588  0.498
H 8.71201 10.40383 14.94584  -0.161
H 16.08233 6.99888 10.93607  0.419
H 12.52393 9.21069 10.57722  0.262
H 12.37750 11.59717 7.31715  0.636
H 12.55540 16.09099 17.65595  0.526
H 19.52366 12.12015 16.68567  0.347
H 8.06402 12.92873 18.21739  0.388
H 7.75184 11.86088 14.64853  0.227
H 14.31773 16.45755 15.22327  0.575
H 9.32633 14.11330 17.91196  0.259
H 14.73873 15.07035 14.26983  -0.137
H 11.96123 14.47584 18.04844  0.324
H 17.99112 13.57871 15.44577  0.320
H 11.23745 15.32706 16.69971  -0.194
H 13.49482 12.38601 17.47606  0.278
H 14.54161 13.72417 18.00441  0.459
H 6.80146 8.43782 8.87912  0.363
H 15.53368 15.34036 15.78705  0.477
H 10.42131 14.56340 11.12680  -0.187
H 16.58487 14.05379 13.55666  0.589
H 11.44454 11.74151 17.84180  0.221
H 7.96207 13.98763 16.82401  0.242
H 9.76922 6.20536 9.60911  0.382
H 13.12966 10.74601 10.21996  0.464
H 9.77242 17.30979 14.06202  0.484
H 9.12386 15.22623 12.07924  0.468
H 15.06201 12.63756 16.68480  0.130
H 18.67638 10.59474 16.95005  0.308
H 9.45980 15.74193 14.73280  0.191
H 10.21394 16.32448 11.21823  0.394
H 13.41104 16.79451 13.46475  0.313
H 7.33091 9.41366 11.08036  0.360
H 11.44890 10.70389 16.41797  -0.027
H 13.60194 7.03188 15.17752  0.392
H 8.55632 12.36255 9.99910  0.242
H 13.38876 15.67516 12.13906  -0.045
H 11.18278 6.34972 11.55810  0.462


(2)
Entry from the OMol25 dataset: a cluster of 2 separate species, C35H54ClIN3O7 in total (ωB97M-V with the def2-TZVPD basis set).

gap between HOMO and LUMO = 6.87 eV
HOMO = -10.7 eV
net charge = +1
E_tot = -2814.6247 Ha

Each line ends with the Mulliken charge.
Atoms and positions in Å:
I -2.43316 0.16356 6.42331  0.072
Cl 3.84288 0.92446 -3.76908  -0.176
O 3.95321 2.64660 1.28175  -0.534
O -1.87522 -0.37813 3.23810  -0.170
O -3.37401 -1.34647 1.94530  -0.452
O -6.33640 1.88071 0.50535  -0.384
O 0.14154 -5.33277 3.08285  -0.466
O -6.72342 3.40276 -0.97187  -0.400
O -4.78765 3.49399 0.19578  -0.570
N 1.15721 2.71634 1.82718  0.045
N 0.47594 -1.90118 -0.99881  0.332
N 1.36708 -2.15378 -2.04418  -0.390
C 2.52217 4.48474 0.72173  0.707
C -6.34248 4.57707 -1.70747  -0.183
C 0.77896 -4.22757 -0.31537  -0.993
C -5.37500 4.24539 -2.82287  -0.959
C -0.08799 -5.09104 -1.29083  -0.989
C 1.99700 -6.23350 -2.32516  -0.284
C -5.84666 2.98026 -0.06979  0.809
C -1.23064 -1.31733 1.05291  0.759
C -0.66762 -0.39164 5.37616  -0.663
C 2.27810 5.59004 -0.09916  -0.668
C 2.80535 -2.20326 -1.67046  -0.536
C 1.55281 0.86255 -2.30193  -0.507
C 4.29871 5.18885 -1.35361  -0.653
C 2.12793 0.47723 -3.65190  -1.051
C 4.55045 4.07932 -0.55306  -0.705
C 0.63710 -5.54887 -2.55629  -1.170
C -1.66089 0.99350 0.12396  -2.035
C -0.95688 -0.34534 0.07864  1.141
C -0.70186 -2.60754 0.94717  1.182
C 0.26731 0.78974 5.14751  -1.153
C 0.12965 0.27163 -2.11966  -2.137
C 3.68249 3.73963 0.48327  0.973
C 3.13950 -1.78424 -0.23973  -1.078
C -2.25619 -1.03876 2.12583  -1.403
C -0.98400 -1.11805 4.08535  -0.256
C 0.17471 -2.87150 -0.10008  1.147
C 1.55503 4.13201 1.82616  -0.957
C 2.96244 -6.05123 -3.51509  -1.324
C -1.08863 -3.72482 1.88141  -1.564
C -0.09498 -0.67286 -0.97620  1.646
C -0.73075 2.20364 0.26637  -0.495
C 3.15324 5.94759 -1.12097  -0.734
C 0.00222 -4.17708 2.84209  -0.109
C -5.47984 1.32387 1.49976  -0.237
C -0.26846 2.46520 1.71215  0.625
H 1.61144 1.04387 -4.41874  0.488
H -1.28207 3.07481 -0.08211  0.546
H -1.99857 -3.49803 2.42897  0.621
H -2.19431 1.10236 -0.81877  0.677
H -5.22572 2.06532 2.25417  0.299
H -4.42756 3.88411 -2.42269  0.180
H 0.41541 1.36681 6.05003  0.476
H 3.36867 -1.58822 -2.36304  0.594
H 3.88803 -5.57323 -3.20855  0.324
H 2.00196 -0.57187 -3.88180  0.365
H -0.82248 3.31270 2.10302  0.600
H 2.02549 4.36655 2.78276  0.321
H -0.12766 -1.11855 5.97356  0.532
H 1.66240 2.24816 1.09086  -0.061
H 0.69776 4.79305 1.72524  0.405
H -0.00581 -6.27566 -3.04411  0.458
H -6.01487 0.50277 1.96677  0.319
H -5.78753 3.46602 -3.46475  0.293
H -0.10619 1.42958 4.36306  0.200
H -0.56101 1.60886 2.31073  -1.280
H 1.22372 0.40022 4.80323  0.358
H 0.84180 -4.75149 0.62495  0.747
H -1.30803 -4.60606 1.29011  0.509
H -0.95694 -4.50102 -1.57506  0.381
H -4.57649 0.93889 1.03278  -0.062
H 2.22765 0.64179 -1.48447  0.055
H 2.53004 -0.97921 0.15164  0.200
H 5.42953 3.48007 -0.74310  0.360
H 0.13810 2.12195 -0.37505  -0.059
H -0.57309 1.08327 -2.07787  0.422
H -1.42137 -2.09066 4.30980  0.502
H -5.17837 5.13026 -3.42728  0.363
H -0.10665 -0.28224 -3.02844  0.893
H -0.43797 -5.96080 -0.74833  0.486
H 4.90343 2.50366 1.27822  0.335
H 2.92641 6.80649 -1.73274  0.411
H 0.76711 -4.73972 -3.27374  0.455
H 4.97355 5.45593 -2.14981  0.421
H 3.23074 -7.01878 -3.92119  0.344
H 1.79601 -4.11595 -0.66202  -0.245
H 2.47587 -5.90729 -1.40694  0.241
H 1.07739 -2.96414 -2.56897  0.153
H 2.53766 -5.44174 -4.30666  0.355
H -2.42121 1.02308 0.89161  0.083
H 1.45766 1.94443 -2.32190  0.782
H 0.67701 -3.44882 3.30907  0.427
H -7.27065 4.97123 -2.11505  0.317
H 3.08053 -2.64162 0.42428  0.320
H -0.03059 -1.28907 3.58165  0.172
H 4.17506 -1.46418 -0.22262  0.428
H 3.17188 -3.21642 -1.82318  0.212
H 1.80942 -7.29578 -2.20821  0.565
H 1.39503 6.18826 0.06194  0.369
H -5.93191 5.32238 -1.02775  0.295


Question: gap between HOMO and LUMO of number 1 (C35H54AsHfN9O7S2SeSi3)?
Answer: 6.68 eV